Entry from the OMol25 dataset: a 3-piece molecular cluster, C2H10N2O3 overall (ωB97M-V/def2-TZVPD).

Values from the calculation:
lowest unoccupied orbital energy (alpha / beta): -3.4 / -8.5 eV
total charge: +1
HOMO energy (alpha / beta): -14.4 / -14.4 eV
HOMO-LUMO gap (alpha / beta): 0.4047 / 0.2159 Eh
multiplicity: 2
expectation value of S²: 0.7590

Last column: Löwdin charge in e.
Element x y z (Å)
O (0.75048, 1.47445, 1.65503)  -0.076
O (2.80403, 0.44339, -0.03265)  -0.092
O (-0.26418, -0.00334, -2.32506)  0.143
N (-1.56268, 0.69062, -0.02299)  0.246
N (-0.52936, -1.40222, -0.61422)  0.067
C (0.13109, -0.96816, -1.76568)  -0.255
C (-1.74814, -0.76752, -0.06579)  -0.176
H (-0.67267, 0.98061, 0.45776)  0.097
H (0.88234, -1.59608, -1.94229)  0.116
H (-1.69088, 1.01413, -1.01449)  0.143
H (3.14766, -0.09896, 0.69123)  0.037
H (-2.73471, -0.89735, -0.67921)  0.172
H (0.72482, 1.40541, 2.75224)  0.205
H (0.69063, 2.37726, 1.61343)  0.010
H (-0.19717, -2.27499, -0.16763)  0.162
H (2.00869, 0.87172, 0.42710)  0.011
H (-1.73996, -1.24897, 1.03321)  0.191

---

Entry from the OMol25 dataset: C2HO4Sc as an isolated structure (ωB97M-V/def2-TZVPD).

Values from the calculation:
lowest unoccupied orbital energy (alpha / beta): -6.6 / -6.7 eV
total charge: +1
HOMO energy (alpha / beta): -14.1 / -15.0 eV
HOMO-LUMO gap (alpha / beta): 0.2770 / 0.3065 Eh
multiplicity: 2
expectation value of S²: 0.7507

Last column: Löwdin charge in e.
Element x y z (Å)
Sc (1.66980, 1.04970, -1.52262)  1.549
O (0.01400, -0.20583, -0.43913)  -0.114
O (-1.89582, 0.90664, -0.48836)  0.136
O (1.94149, 0.37637, 0.49344)  -0.049
O (0.43889, -0.60665, 1.88641)  0.212
C (-1.31672, -0.14218, -0.36719)  -0.325
C (0.92168, -0.23259, 0.85831)  -0.579
H (-1.77333, -1.14545, -0.42085)  0.170

---

Entry from the OMol25 dataset: a 3-piece molecular cluster, C4H13NO2 overall (ωB97M-V/def2-TZVPD).

Values from the calculation:
SMILES: C/C=C/NC.O.O
lowest unoccupied orbital energy: 0.9 eV
HOMO energy: -7.8 eV
HOMO-LUMO gap: 0.3175 Eh
multiplicity: 1

Last column: Löwdin charge in e.
Element x y z (Å)
O (-0.02156, 2.58690, 1.10900)  -0.074
O (-0.52808, -0.18520, 2.01292)  -0.056
N (-1.31502, -0.76047, -0.73466)  -0.084
C (-1.96864, -1.96137, -0.27548)  -0.115
C (2.11151, 0.70028, -0.83938)  -0.129
C (0.02514, -0.53361, -0.46255)  -0.207
C (0.62845, 0.55326, -0.96841)  -0.219
H (0.12303, 1.13520, -1.73160)  0.110
H (0.55494, -1.33875, 0.01790)  0.123
H (2.59957, -0.16105, -0.37338)  0.069
H (-1.47721, -2.25593, 0.65582)  0.070
H (0.93758, 2.68156, 1.13996)  0.031
H (-2.96156, -1.73867, 0.12141)  0.082
H (-1.65708, -0.34882, -1.58089)  0.120
H (-0.58742, 0.74575, 2.27517)  0.037
H (-1.90001, -2.82235, -0.93468)  0.074
H (0.39666, -0.40672, 2.15380)  0.046
H (-0.09145, 1.86998, 0.44331)  -0.003
H (2.66459, 0.69232, -1.78596)  0.069
H (2.46657, 1.54771, -0.24228)  0.057

---

Entry from the OMol25 dataset: a 2-piece molecular cluster, C7H13OP overall (ωB97M-V/def2-TZVPD).

Values from the calculation:
SMILES: C/C=C/CCP=O.C=C
lowest unoccupied orbital energy: -0.6 eV
HOMO energy: -9.2 eV
HOMO-LUMO gap: 0.3133 Eh
multiplicity: 1

Last column: Löwdin charge in e.
Element x y z (Å)
P (5.02163, -0.46499, 0.45909)  0.862
O (5.81009, -1.57778, -0.10423)  -0.515
C (0.15500, 0.97215, 0.09431)  -0.148
C (1.45431, 0.67465, 0.41122)  -0.149
C (2.66320, 1.21272, -0.23770)  -0.269
C (3.69445, 0.12045, -0.84595)  -0.358
C (-4.10775, -1.34592, 0.07566)  -0.111
C (-1.01238, 0.25879, 0.74259)  -0.117
C (-5.31109, -0.89353, -0.08853)  -0.084
H (-5.82696, -0.72265, 0.84240)  0.040
H (2.27147, 1.69919, -1.12161)  0.090
H (-1.90007, 0.36390, 0.08261)  0.068
H (-0.65024, -0.70880, 0.86033)  0.044
H (-5.92373, -0.87855, -1.03690)  0.076
H (-3.76110, -1.53109, 1.09910)  0.066
H (-3.50373, -1.65539, -0.68832)  0.018
H (3.21466, -0.69625, -1.36886)  0.061
H (-0.17976, 1.85213, -0.60076)  0.133
H (-1.13789, 0.72009, 1.74533)  0.092
H (3.32656, 1.95139, 0.19686)  0.087
H (4.21948, 0.74032, -1.57246)  0.057
H (1.48386, -0.09084, 1.05582)  0.057

---

Entry from the OMol25 dataset: a 2-piece molecular cluster, C9H12N3O overall (ωB97M-V/def2-TZVPD).

Values from the calculation:
lowest unoccupied orbital energy: -4.1 eV
total charge: +1
HOMO energy: -11.9 eV
HOMO-LUMO gap: 0.2869 Eh
multiplicity: 1

Last column: Löwdin charge in e.
Element x y z (Å)
O (2.40454, 2.01603, -0.44978)  0.011
N (1.18054, 1.63479, -0.23497)  0.137
N (1.31612, -2.12607, -0.62508)  0.052
N (1.52652, -1.92117, 1.63536)  0.073
C (-2.01320, 1.11366, -1.08525)  0.019
C (3.22510, 0.80851, -0.65107)  -0.004
C (-3.86972, 0.00922, -0.05997)  -0.019
C (-1.78305, 0.12763, 1.16358)  -0.006
C (-1.18787, 0.79006, -0.01954)  -0.186
C (-3.08189, -0.19111, 1.10726)  -0.054
C (0.86559, -1.60615, 0.48691)  -0.278
C (0.18100, 1.06093, -0.07222)  0.088
C (-3.35020, 0.67817, -1.10648)  -0.047
H (-3.89595, 0.85896, -1.94341)  0.087
H (4.22798, 1.10271, -0.84899)  0.092
H (2.90334, 0.18029, -1.46924)  0.078
H (-1.15531, -0.01046, 2.01522)  0.106
H (2.34384, -2.57761, 1.59133)  0.122
H (0.88926, -1.99761, -1.60272)  0.150
H (-3.51054, -0.70776, 1.89159)  0.094
H (2.16658, -2.64320, -0.59945)  0.081
H (-4.91880, -0.32108, 0.04668)  0.135
H (-1.67878, 1.73836, -1.85723)  0.113
H (1.23282, -1.56588, 2.48365)  0.051
H (3.15848, -0.04036, 0.11622)  0.105

---

In the order shown, the computed maximum force values come out to 6.08; 3.69; 2.33; 4.57; 4.55 eV Å⁻¹.
In the order shown, the computed energy above the lowest of the compared OMol25 structures with the same formula, charge and spin values come out to 1.4916; 1.3653; 1.4475; 2.5560; 6.2289 eV.